1.
Density functional theory data (the ωB97M-V functional and the def2-TZVPD basis) for one molecule with the formula C5H7N in a non-equilibrium geometry.

The geometry in XYZ format:
```
13
Properties=species:S:1:pos:R:3:forces:R:3
C 0.8692 0.8514 -0.4734 -3.7 -2.4 -1.2
C -0.2116 0.9941 0.7674 1.0 1.1 -3.0
N 1.2159 -0.9988 1.2440 0.3 2.0 -2.8
C 0.4064 -0.4686 0.1240 0.1 1.3 1.7
C -0.6654 1.7286 -0.4040 4.2 -3.9 3.9
C -0.8396 -1.1503 -0.4614 0.5 -1.1 -1.1
H 1.3111 0.8998 -1.4852 0.9 0.6 1.4
H 0.3125 1.0590 1.7105 -0.9 0.9 0.8
H 1.9044 -1.7600 1.0476 -1.3 0.4 -0.3
H -0.9640 2.7360 -0.2994 -0.4 1.1 -0.2
H -1.5862 -0.3576 -0.2897 -0.3 -1.5 -0.7
H -0.7313 -1.4259 -1.5783 -0.2 0.6 1.7
H -1.0214 -2.1076 0.0980 -0.1 1.1 -0.4
```
Positions in Å, forces in eV/Å.

Calculated values
Energy relative to the best compared isomer or geometry (same formula, charge and spin) ... 233.60 kcal per mole
Multiplicity ... 1
Highest occupied orbital energy ... -7.542 eV
E_LUMO ... -1.84 eV
Max |F| ... 6.95 eV/A


2.
Density functional theory data (the ωB97M-V functional and the def2-TZVPD basis) for one molecule with the formula C5H7N in a non-equilibrium geometry.

The geometry in XYZ format:
```
13
Properties=species:S:1:pos:R:3:forces:R:3
C 2.2227 -0.4191 -0.3410 0.2 0.4 0.8
C 1.2298 0.2693 0.2282 0.0 0.9 -0.5
C -0.1378 -0.3105 0.4704 0.7 -1.0 0.6
C -1.1907 0.5243 -0.2277 -0.1 1.1 0.8
C -2.5535 0.0255 -0.0981 -2.3 -1.3 0.1
N -3.6090 -0.4766 -0.0598 2.3 1.2 0.0
H 3.2413 0.0085 -0.4529 -0.9 -0.4 -0.1
H 2.0346 -1.4807 -0.5464 0.4 0.5 -0.1
H 1.2743 1.3719 0.4822 0.4 -1.3 -0.3
H -0.2520 -0.3473 1.5803 -0.5 0.1 -0.8
H -0.1740 -1.3576 0.1016 0.0 0.6 0.3
H -1.1013 1.5650 0.1350 -0.4 -0.4 0.1
H -0.9845 0.6276 -1.2718 0.3 -0.3 -0.8
```
Positions in Å, forces in eV/Å.

Calculated values
Energy relative to the best compared isomer or geometry (same formula, charge and spin) ... 25.36 kcal per mole
Multiplicity ... 1
Highest occupied orbital energy ... -10.264 eV
SMILES string ... C=CCCC#N
E_LUMO ... 0.87 eV
Max |F| ... 2.67 eV/A


3.
Density functional theory data (the ωB97M-V functional and the def2-TZVPD basis) for C5H7N as an isolated structure in a non-equilibrium geometry.

The geometry in XYZ format:
```
13
Properties=species:S:1:pos:R:3:forces:R:3
C 2.8238 -0.6289 0.0323 2.8 1.1 1.0
C 1.4294 -0.7058 0.0383 -0.3 2.0 -0.1
C 0.2633 -0.1274 -0.0626 -0.2 -1.0 -0.2
C 0.1517 1.4150 -0.0559 0.1 -2.1 -1.7
C -0.9715 -1.0683 -0.1050 2.9 0.4 1.0
N 2.8447 0.6242 0.1468 -1.1 -2.7 -0.4
H 3.6313 -1.3661 0.1227 -0.3 -0.1 -0.4
H -0.8585 1.6868 -0.3906 0.6 0.4 -0.4
H 0.1767 1.5325 0.9688 0.2 1.2 2.4
H 1.1129 1.8302 -0.4851 -1.7 -0.2 0.2
H -0.7440 -2.1360 -0.1416 0.2 0.3 0.0
H -1.5747 -0.8464 0.7202 -1.0 0.2 1.4
H -1.4408 -0.7331 -0.9375 -2.0 0.4 -2.7
```
Positions in Å, forces in eV/Å.

Calculated values
Energy relative to the best compared isomer or geometry (same formula, charge and spin) ... 110.12 kcal per mole
Multiplicity ... 1
Highest occupied orbital energy (spin up / spin down) ... -8.794 / -8.796 eV
E_LUMO (spin up / spin down) ... 0.45 / 0.45 eV
Max |F| ... 3.43 eV/A


4.
Density functional theory data (the ωB97M-V functional and the def2-TZVPD basis) for one molecule with the formula C5H7N in a non-equilibrium geometry.

The geometry in XYZ format:
```
13
Properties=species:S:1:pos:R:3:forces:R:3
C -2.2923 -0.2412 2.7232 0.6 0.0 -0.6
C -1.4890 -0.1762 1.8327 -0.9 0.0 0.9
C -0.4982 -0.1242 0.8246 0.9 -0.1 -0.4
N -0.7760 0.3039 -0.3277 -0.7 0.1 0.3
C 0.1703 0.3848 -1.3923 0.6 -0.1 -0.3
C 1.6069 -0.0699 -1.1337 -0.4 0.1 0.0
H -3.0064 -0.2914 3.4907 -0.4 0.0 0.4
H 0.4882 -0.4826 1.1509 0.0 0.1 -0.3
H 0.1638 1.4330 -1.7146 0.0 -0.1 -0.1
H -0.2613 -0.1961 -2.2162 0.1 0.1 0.0
H 2.1904 0.0570 -2.0418 0.1 0.0 -0.1
H 2.0665 0.5236 -0.3452 0.1 0.0 0.1
H 1.6372 -1.1206 -0.8507 0.1 -0.1 0.0
```
Positions in Å, forces in eV/Å.

Calculated values
Energy relative to the best compared isomer or geometry (same formula, charge and spin) ... 59.75 kcal per mole
Multiplicity ... 1
Highest occupied orbital energy ... -9.747 eV
SMILES string ... C#C/C=N/CC
E_LUMO ... 0.88 eV
Max |F| ... 1.25 eV/A


5.
Density functional theory data (the ωB97M-V functional and the def2-TZVPD basis) for one molecule with the formula C5H7N in a non-equilibrium geometry.

The geometry in XYZ format:
```
13
Properties=species:S:1:pos:R:3:forces:R:3
C 1.8706 0.0291 -0.0955 0.2 -0.1 -0.1
C 0.3891 0.0480 -0.1644 0.1 0.1 -0.3
C -0.4510 1.1110 -0.1113 0.7 0.0 -0.4
C -1.7977 0.6663 0.0791 0.9 -0.1 0.4
C -1.7248 -0.7246 -0.0132 0.2 -0.1 0.2
N -0.4165 -1.0714 -0.1702 0.1 -0.1 -0.2
H 2.2422 -0.7122 0.6205 0.0 0.0 -0.1
H 2.3155 -0.1598 -1.0739 0.2 -0.1 0.1
H 2.1992 1.0133 0.2532 0.0 -0.2 -0.1
H -0.2061 2.1652 -0.1016 0.3 -0.2 0.3
H -1.7610 1.1675 1.0532 -2.8 0.4 0.2
H -2.4834 -1.5018 -0.0437 0.1 0.3 0.4
H -0.0683 -2.0160 -0.2043 -0.1 0.0 -0.2
```
Positions in Å, forces in eV/Å.

Calculated values
Energy relative to the best compared isomer or geometry (same formula, charge and spin) ... 50.22 kcal per mole
Multiplicity ... 1
Highest occupied orbital energy ... -7.914 eV
SMILES string ... Cc1ccc[nH]1
E_LUMO ... 0.92 eV
Max |F| ... 2.82 eV/A


6.
Density functional theory data (the ωB97M-V functional and the def2-TZVPD basis) for one molecule with the formula C5H7N.

The geometry in XYZ format:
```
13
Properties=species:S:1:pos:R:3:forces:R:3
C -1.2808 -0.7751 1.1713 0.0 0.0 0.0
C -0.2971 -0.1910 0.2035 0.1 0.1 0.0
C 0.4788 0.8874 0.4022 0.0 -0.2 -0.1
N 1.2745 1.0514 -0.8102 -0.1 0.2 -0.1
C 0.8059 0.0184 -1.9111 -0.2 -0.1 0.4
C -0.0357 -0.7179 -1.1377 -0.1 0.0 -0.3
H -0.9978 -1.8006 1.4323 0.0 0.1 0.0
H -1.3489 -0.1916 2.0938 0.0 -0.1 -0.1
H -2.2802 -0.8249 0.7234 0.2 0.0 0.0
H 0.5715 1.5572 1.2486 0.1 -0.1 -0.2
H 1.4035 2.0090 -1.1369 -0.1 -0.3 -0.1
H 2.1966 0.6091 -0.7737 0.2 0.2 0.4
H -0.4903 -1.6312 -1.5056 -0.1 0.1 0.0
```
Positions in Å, forces in eV/Å.

Calculated values
Energy relative to the best compared isomer or geometry (same formula, charge and spin) ... 78.06 kcal per mole
Multiplicity ... 1
Highest occupied orbital energy ... -8.156 eV
E_LUMO ... 0.77 eV
Max |F| ... 0.54 eV/A


7.
Density functional theory data (the ωB97M-V functional and the def2-TZVPD basis) for one molecule with the formula C5H7N.

The geometry in XYZ format:
```
13
Properties=species:S:1:pos:R:3:forces:R:3
C 1.1561 -0.7153 -0.8680 0.0 0.1 -0.1
C -0.2375 -1.1220 -0.5286 0.2 0.0 -0.2
N -0.5790 -1.6539 0.6534 -0.1 -0.1 0.3
C -1.3008 -0.3626 0.2169 0.0 -0.5 -0.2
C -0.8102 0.7964 0.7932 0.2 1.0 0.2
C -0.3209 1.9767 0.4883 -0.1 -0.2 0.0
H 1.7588 -0.5980 0.0476 -0.1 0.0 -0.1
H 1.6331 -1.4706 -1.5000 -0.1 0.1 0.1
H 1.1597 0.2353 -1.4084 0.0 -0.2 0.0
H -0.2118 2.2692 -0.5627 0.0 0.0 0.1
H 0.1204 -1.5813 1.4157 -0.2 0.1 -0.1
H -2.3609 -0.4933 0.0344 0.2 0.0 0.0
H -0.0071 2.7193 1.2181 -0.1 -0.2 0.0
```
Positions in Å, forces in eV/Å.

Calculated values
Energy relative to the best compared isomer or geometry (same formula, charge and spin) ... 122.79 kcal per mole
Multiplicity ... 1
Highest occupied orbital energy (spin up / spin down) ... -7.619 / -7.854 eV
E_LUMO (spin up / spin down) ... 0.06 / 0.34 eV
Max |F| ... 0.99 eV/A


8.
Density functional theory data (the ωB97M-V functional and the def2-TZVPD basis) for one molecule with the formula C5H7N.

The geometry in XYZ format:
```
13
Properties=species:S:1:pos:R:3:forces:R:3
C -0.7164 0.0850 -0.9535 0.0 0.0 0.1
C -0.9523 -1.0257 0.0339 0.1 0.1 0.1
C -0.3860 -0.7494 1.2241 -0.1 -0.1 0.0
C 0.1734 0.6151 1.2900 -0.2 -0.2 -0.2
N 1.6478 0.5841 -0.2286 0.1 -0.1 0.0
C 0.2230 1.0000 -0.1532 -0.1 0.2 0.0
H -1.6514 0.6174 -1.1710 0.1 -0.1 0.0
H -0.3254 -0.2679 -1.9162 0.0 0.0 0.2
H -1.5118 -1.9269 -0.2104 0.1 0.1 0.0
H -0.3873 -1.4194 2.0794 -0.1 0.1 -0.1
H 2.1092 0.8339 0.6496 0.1 0.0 -0.2
H 1.7169 -0.4240 -0.3321 0.0 0.1 0.1
H 0.1438 2.0572 -0.4147 0.0 -0.2 0.1
```
Positions in Å, forces in eV/Å.

Calculated values
Energy relative to the best compared isomer or geometry (same formula, charge and spin) ... 88.74 kcal per mole
Multiplicity ... 1
Highest occupied orbital energy ... -8.348 eV
E_LUMO ... -0.08 eV
Max |F| ... 0.35 eV/A


9.
Density functional theory data (the ωB97M-V functional and the def2-TZVPD basis) for one molecule with the formula C5H7N.

The geometry in XYZ format:
```
13
Properties=species:S:1:pos:R:3:forces:R:3
C -0.3992 1.8427 0.2423 0.0 0.1 0.0
C 0.0303 0.5141 -0.2985 0.0 0.0 0.0
C 0.4497 -1.5441 0.0948 -0.2 -0.6 0.1
C -0.7770 -0.7636 -0.3365 -0.1 -0.1 0.0
C 1.2803 -0.0602 -0.2845 0.7 0.1 -0.1
N 2.3472 -0.6443 -0.4089 -0.6 0.4 0.2
H -1.0790 1.7188 1.0978 0.1 0.0 -0.1
H 0.4568 2.4295 0.5893 -0.1 -0.1 -0.1
H -0.9334 2.4418 -0.5070 0.1 -0.1 0.1
H 0.5778 -1.6338 1.1700 0.0 0.0 -0.2
H 0.7971 -2.4112 -0.4624 0.0 0.2 0.0
H -1.5664 -0.8495 0.4203 0.1 0.0 0.0
H -1.1843 -1.0400 -1.3166 0.0 0.0 0.2
```
Positions in Å, forces in eV/Å.

Calculated values
Energy relative to the best compared isomer or geometry (same formula, charge and spin) ... 111.99 kcal per mole
Multiplicity ... 1
Highest occupied orbital energy (spin up / spin down) ... -7.295 / -7.295 eV
E_LUMO (spin up / spin down) ... -0.24 / -0.24 eV
Max |F| ... 0.76 eV/A


10.
Density functional theory data (the ωB97M-V functional and the def2-TZVPD basis) for one molecule with the formula C5H7N in a non-equilibrium geometry.

The geometry in XYZ format:
```
13
Properties=species:S:1:pos:R:3:forces:R:3
C 2.1525 -0.5571 -1.0028 0.1 -0.4 -0.7
C 1.7250 -0.5490 0.2426 -0.6 0.3 -0.9
C 0.6092 0.0564 0.5857 -0.1 -0.2 1.0
C -0.1579 1.1888 1.0323 -0.1 0.4 0.4
N -0.6857 -0.1858 0.9108 -0.2 0.1 0.3
C -1.7114 -0.5015 -0.0689 -0.2 0.0 -0.1
H 1.5503 0.0243 -1.7027 0.4 -0.3 -0.3
H 2.9267 -1.1780 -1.4026 0.7 0.0 0.0
H -0.5044 1.9215 0.2976 0.3 -0.1 0.1
H 0.0560 1.5375 2.0308 -0.5 0.2 0.2
H -1.6541 -1.5573 -0.3482 0.1 0.2 0.1
H -1.6309 0.1112 -0.9806 0.0 -0.1 0.2
H -2.6751 -0.3111 0.4061 0.0 -0.1 -0.2
```
Positions in Å, forces in eV/Å.

Calculated values
Energy relative to the best compared isomer or geometry (same formula, charge and spin) ... 106.53 kcal per mole
Multiplicity ... 1
Highest occupied orbital energy ... -8.678 eV
SMILES string ... C=C=C1CN1C
E_LUMO ... 0.64 eV
Max |F| ... 1.14 eV/A


Q: The highest max |F| belongs to which entry?
A: number 1


Q: Which of these has the lowest max |F|?
A: number 8